1.
{"formula": "C9H19Br6NO", "method": "the ωB97M-V functional and the def2-TZVPD basis", "elements": ["Br", "C", "C", "Br", "H", "H", "H", "H", "Br", "C", "C", "Br", "H", "H", "H", "H", "Br", "C", "C", "Br", "H", "H", "H", "H", "C", "O", "N", "C", "C", "H", "H", "H", "H", "H", "H", "H"], "positions_angstrom": [[-2.5890, -17.8262, 2.6124], [-3.5044, -16.3766, 3.5279], [-2.5210, -15.3234, 3.9630], [-3.5605, -13.6893, 4.2584], [-4.0085, -16.8253, 4.3708], [-4.1919, -15.9602, 2.8140], [-1.8340, -15.0630, 3.1643], [-1.9689, -15.5035, 4.8737], [-6.5475, -10.7971, 2.3157], [-4.7586, -10.6860, 3.1114], [-4.2138, -9.2952, 3.1195], [-4.1505, -8.5241, 1.3448], [-4.1648, -11.3126, 2.4553], [-4.8690, -11.1419, 4.0855], [-3.1952, -9.2934, 3.4931], [-4.8251, -8.6255, 3.7149], [-6.8161, -17.6173, 3.6320], [-7.8985, -16.6847, 2.3040], [-8.6426, -17.6410, 1.4272], [-7.4720, -18.7897, 0.3838], [-7.2368, -16.0181, 1.7624], [-8.5937, -16.1073, 2.9057], [-9.3084, -17.1617, 0.7179], [-9.2465, -18.3020, 2.0452], [-6.4730, -13.8058, -1.8654], [-6.7335, -12.6422, -2.0659], [-5.6919, -14.2739, -0.8582], [-5.3919, -15.6501, -0.7390], [-4.9868, -13.3873, -0.0031], [-6.8594, -14.6195, -2.5037], [-4.3752, -15.8864, -1.0668], [-6.0616, -16.2345, -1.3779], [-5.5664, -16.0301, 0.2644], [-5.2871, -13.4443, 1.0470], [-3.9224, -13.6682, -0.0098], [-5.0647, -12.3679, -0.3682]], "atomic_forces_ev_per_a": [[0.0843, -0.0743, 0.0085], [0.5945, -0.1973, 0.2521], [-0.0525, 0.5488, -0.4750], [0.0906, 0.0013, 0.1878], [-0.2639, 0.0407, 0.0070], [-0.3273, -0.0276, -0.1325], [0.0406, -0.0572, 0.0070], [-0.0513, -0.2912, 0.1226], [0.0075, 0.0572, 0.2436], [-0.4301, -0.3873, -0.9551], [-0.2223, 0.3573, 0.2385], [0.1598, 0.0230, -0.0591], [0.1421, -0.1610, 0.1591], [0.1871, 0.1762, 0.2513], [0.0824, -0.0189, 0.0547], [0.0068, 0.0497, 0.0555], [-0.0722, 0.0039, -0.0854], [0.1378, 0.1673, 0.2744], [-0.2455, -0.6148, 0.1284], [-0.0272, 0.0854, -0.0420], [0.0251, 0.0111, -0.0431], [-0.1009, 0.1269, -0.1281], [0.1204, 0.3138, -0.0395], [0.0475, -0.0886, -0.0671], [-0.0197, -0.0384, 0.0609], [-0.0083, 0.1374, -0.0488], [-0.6337, 0.3352, -0.3859], [-0.2152, -1.2918, -0.5738], [1.1966, 0.4481, 0.4840], [-0.0287, -0.0065, 0.0354], [0.1221, 0.0355, 0.2603], [0.0415, 0.1017, 0.0067], [0.2221, 0.0469, 0.2601], [-0.3402, 0.0289, -0.0751], [-0.0705, 0.1001, -0.0710], [-0.1994, 0.0587, 0.0835]], "smiles": "CN(C)C=O.BrCCBr.BrCCBr.BrCCBr", "charge": 0, "e_above_lowest_ev": 0.000, "homo_ev": -9.34}

2.
{"formula": "C24H30NO5SeTc", "method": "the ωB97M-V functional and the def2-TZVPD basis", "elements": ["C", "C", "C", "C", "H", "H", "C", "H", "H", "C", "H", "H", "C", "C", "C", "O", "O", "O", "O", "C", "H", "H", "H", "C", "H", "H", "H", "O", "H", "H", "C", "C", "H", "H", "H", "H", "H", "H", "Tc", "C", "C", "C", "H", "C", "C", "H", "H", "H", "H", "C", "C", "C", "H", "C", "C", "H", "H", "H", "H", "Se", "C", "N"], "positions_angstrom": [[-4.0213, 0.9827, -5.7846], [-3.4266, 1.6522, -4.5346], [-3.0569, -0.1624, -6.1818], [-1.7422, 0.1442, -5.4335], [-2.8961, -0.0967, -7.2595], [-3.5166, -1.1315, -5.9553], [-1.9227, 1.5401, -4.8260], [-3.7189, 1.0729, -3.6429], [-3.7705, 2.6922, -4.4199], [-1.0596, 1.5995, -3.6051], [-1.6559, 2.3132, -5.5619], [-0.8808, 0.1213, -6.1159], [-1.3739, -0.7608, -4.2314], [-5.4610, 0.5369, -5.5863], [-4.1654, 2.0013, -6.9179], [-4.0501, 1.7372, -8.1023], [-5.8567, -0.0925, -4.6145], [-6.2618, 0.9233, -6.5940], [-4.5132, 3.2260, -6.4897], [-5.0092, 4.0720, -7.5307], [-5.3367, 4.9774, -7.0238], [-5.8503, 3.5818, -8.0324], [-4.2280, 4.2874, -8.2659], [-7.6222, 0.5353, -6.4272], [-7.7051, -0.5531, -6.3319], [-8.1385, 0.8818, -7.3213], [-8.0445, 1.0108, -5.5356], [-1.0789, 0.2463, -3.0386], [-1.4204, 2.3213, -2.8607], [-0.0340, 1.8411, -3.8967], [-0.0794, -1.5125, -4.4665], [-2.4739, -1.7162, -3.8388], [-2.6689, -2.4140, -4.6650], [-3.4027, -1.1929, -3.5833], [-2.1681, -2.3426, -2.9938], [0.2161, -2.0944, -3.5791], [0.7212, -0.8104, -4.7382], [-0.2169, -2.2274, -5.2926], [-0.4672, -0.0910, -0.7936], [2.1088, 0.8424, -0.0171], [2.4728, 1.3681, -1.2715], [1.3652, 2.0085, -1.8499], [3.4716, 1.3443, -1.6996], [0.2497, 1.9485, -0.9190], [0.7469, 1.2560, 0.2781], [0.3804, 1.4457, 1.2787], [2.7716, 0.3258, 0.6769], [1.3870, 2.5699, -2.7806], [-0.5568, 2.6807, -0.9193], [-1.7776, -1.5476, 0.3016], [-1.3254, -0.4743, 1.1332], [-1.8543, 0.7537, 0.5937], [-0.7667, -0.5720, 2.0567], [-2.5656, 0.4476, -0.6058], [-2.5373, -0.9785, -0.7663], [-3.0742, -1.5420, -1.5107], [-1.5995, -2.6106, 0.4429], [-1.8012, 1.7361, 1.0488], [-3.1393, 1.1497, -1.1993], [2.8248, -3.0455, 1.1454], [1.6103, -2.1601, 0.2561], [0.7757, -1.5260, -0.3378]], "atomic_forces_ev_per_a": [[-0.6746, 0.8710, -0.3714], [-0.0600, -0.3070, -0.0088], [-0.1290, 0.2285, -0.1469], [0.2677, -0.1474, 0.2956], [-0.1053, -0.1644, 0.0904], [0.2990, 0.2740, -0.0402], [-0.6139, 0.3217, -0.1753], [0.2292, 0.1726, -0.2744], [0.1591, -0.4973, 0.0555], [0.4090, -0.8865, -0.1284], [0.0372, -0.0447, 0.1670], [-0.3046, 0.0822, 0.0508], [0.5506, 1.0309, 1.2189], [-0.2495, -1.0165, 1.6413], [0.6707, -0.1798, -1.5591], [0.0625, 0.3088, 1.1835], [0.4658, 0.8013, -1.4121], [-0.1109, -0.3349, 0.4186], [-0.1583, -0.2572, -0.1316], [0.0089, 0.1319, -0.0469], [0.0357, -0.0080, -0.1184], [0.1576, 0.1015, 0.0623], [-0.1517, -0.0208, 0.1503], [-0.4339, -0.0651, -0.0138], [0.0184, 0.2594, 0.0031], [0.0361, -0.0488, 0.0773], [0.0703, -0.1437, -0.1511], [-1.1853, -0.1002, -3.5195], [0.1836, -0.3579, -0.1387], [-0.1701, 0.0374, 0.2523], [0.2504, -0.1424, -0.0018], [-0.0832, -0.3470, 0.3429], [0.0282, 0.2248, 0.0691], [0.1257, -0.1902, -0.0931], [0.0265, 0.2625, -0.2122], [-0.0509, 0.3690, -0.2080], [-0.1221, -0.2505, 0.1775], [0.0225, 0.1877, 0.0752], [0.6812, -1.6952, -0.9256], [0.6823, 1.4645, 0.2228], [-0.4661, -0.2279, 0.6864], [-0.0363, 0.4983, 0.1235], [-0.1933, -0.2891, -0.0639], [1.6954, 0.7946, 0.0351], [1.7734, 0.9972, -0.3738], [0.1353, -0.1837, 0.0085], [-0.2361, 0.1404, -0.2187], [-0.0148, -0.1418, 0.2253], [0.0816, -0.2161, 0.0827], [-0.5297, 0.5386, 0.3011], [-1.6030, 0.0460, 1.3529], [-1.3592, -0.3226, 0.6602], [0.0357, 0.0637, -0.2567], [-1.8632, -0.7513, 0.8252], [-1.1831, 0.5274, 0.0696], [0.0622, 0.1942, 0.1533], [0.1893, 0.3898, -0.0767], [0.2573, -0.1717, -0.2129], [0.2020, -0.0899, -0.0224], [0.5836, -0.5579, 0.4703], [-2.9930, 2.2153, -2.1875], [4.5872, -3.3775, 1.5415]], "multiplicity": 4, "charge": -1, "homo_ev": [-1.24, -1.76]}

3.
{"formula": "C7H10ClN2O2", "method": "the ωB97M-V functional and the def2-TZVPD basis", "elements": ["C", "C", "C", "C", "C", "C", "C", "N", "N", "O", "O", "Cl", "H", "H", "H", "H", "H", "H", "H", "H", "H", "H"], "positions_angstrom": [[0.8163, -1.8204, -0.0066], [-2.3362, 0.2252, -0.1674], [-1.2677, -0.7849, -0.2387], [0.0505, -0.5982, -0.0907], [1.9678, 0.4726, 1.3313], [1.0974, 1.5181, -0.9340], [0.7686, 0.6591, 0.3354], [-2.0510, 1.4543, -0.3611], [-1.7997, 2.4862, -0.7278], [2.0036, -1.9673, 0.1949], [0.0605, -2.9538, -0.3088], [-5.2274, -0.6401, -0.1168], [-3.3885, -0.1545, 0.0314], [0.6710, -3.8115, -0.4242], [-1.5148, -1.8260, -0.2012], [2.2050, 1.4697, 1.7212], [2.7000, -0.0518, 0.7777], [1.8681, -0.2201, 2.1910], [1.5816, 0.9262, -1.6985], [1.6844, 2.4175, -0.9346], [0.1476, 1.8781, -1.3047], [-0.0372, 1.3217, 0.9322]], "atomic_forces_ev_per_a": [[0.5035, -1.9839, -1.1556], [0.9049, -2.9212, 0.5460], [-1.3001, 1.9098, 0.8098], [1.1507, 0.0268, 1.0611], [-1.1745, 0.1850, -0.0702], [-0.3516, -0.6173, 0.0186], [-1.4399, 2.3477, 1.5031], [-0.2457, -0.1095, -0.8050], [-0.1734, 1.1603, 0.2645], [-0.0126, -0.0078, 0.0416], [1.8628, -2.5932, -0.3015], [-0.5965, -0.2283, 0.0553], [0.2972, 0.8332, -0.2927], [-1.5978, 3.2815, 0.6561], [-1.0365, 0.0095, -0.4822], [0.4311, -0.2917, -0.2566], [1.4492, 0.3357, -0.4910], [-0.8612, 0.4845, -0.3688], [-0.0519, -0.5156, -0.2496], [0.6198, 0.4856, 1.1603], [0.0119, -0.2728, -0.4836], [1.6105, -1.5184, -1.1599]], "charge": -1, "e_above_lowest_ev": 0.001, "homo_ev": -4.55}

4.
{"formula": "CH6P2S", "method": "the ωB97M-V functional and the def2-TZVPD basis", "elements": ["C", "P", "P", "S", "H", "H", "H", "H", "H", "H"], "positions_angstrom": [[-1.9689, -0.2385, -0.0869], [2.8878, 0.4875, -0.4919], [0.2758, -1.6232, -0.4871], [1.4494, -0.5218, 0.8532], [-1.7551, 0.6545, -0.5694], [-1.8193, -0.3070, 0.9298], [-2.5685, -0.9590, -0.5076], [3.9288, 0.9528, 0.4828], [2.3842, 1.7280, -0.5910], [-0.1181, -2.2726, 0.6220]], "atomic_forces_ev_per_a": [[3.5181, -1.8361, -0.7235], [1.2528, -1.7690, 0.9714], [-1.6292, 2.3896, -0.8108], [1.1823, 1.1376, -0.2655], [0.1383, 1.4297, -0.8312], [0.0656, 0.1555, 2.0933], [-1.6255, -1.1580, -1.0066], [-1.2244, -0.6953, -0.6856], [-0.9572, 1.6076, 0.0795], [-0.7208, -1.2614, 1.1790]], "charge": 0, "e_above_lowest_ev": 2.119, "homo_ev": -7.97}

5.
{"formula": "C6H16N", "method": "the ωB97M-V functional and the def2-TZVPD basis", "elements": ["C", "C", "C", "C", "H", "H", "H", "H", "H", "H", "H", "H", "H", "H", "C", "C", "N", "H", "H", "H", "H", "H", "H"], "positions_angstrom": [[-0.4043, 3.4737, -2.2196], [-0.2552, 2.0580, -1.6700], [-0.3042, 2.0864, -0.1375], [-0.3376, 0.6965, 0.5096], [-1.3772, 3.8757, -1.9246], [-0.3856, 3.4979, -3.3065], [0.3781, 4.1154, -1.8320], [0.7121, 1.6509, -1.9781], [-1.0365, 1.3939, -2.0421], [-1.2069, 2.6093, 0.1607], [0.5540, 2.6412, 0.2365], [-0.9690, 0.0338, -0.0929], [-0.8211, 0.7566, 1.4886], [0.6687, 0.2704, 0.5524], [0.9469, -2.8943, 1.1046], [0.3957, -3.7928, 0.3164], [0.1103, -2.0477, 1.9832], [1.9884, -2.6083, 1.0660], [1.0703, -4.3545, -0.3134], [-0.6659, -3.9956, 0.2860], [-0.7397, -2.5213, 2.2928], [0.5920, -1.7632, 2.8425], [-0.1491, -1.1657, 1.5042]], "atomic_forces_ev_per_a": [[-0.5304, -0.3505, -0.0973], [0.4023, 0.1938, 0.4160], [-0.0882, -0.3333, -0.2865], [-0.3632, 0.0189, -0.3503], [0.1134, 0.1173, 0.0687], [0.1673, -0.0294, -0.0627], [0.1176, 0.1904, 0.0177], [-0.0640, -0.1390, -0.1102], [-0.0452, 0.0311, -0.1149], [-0.1126, 0.2234, 0.1136], [-0.0313, 0.1421, 0.1252], [0.0443, -0.0460, -0.1012], [0.3264, 0.0145, 0.2352], [0.0782, 0.0136, 0.1130], [-0.1972, 0.1013, -0.3853], [0.3635, 0.0964, 0.2775], [0.0300, 0.3556, 0.3277], [-0.0317, -0.0425, 0.2771], [-0.2002, -0.0834, -0.1698], [-0.0188, -0.1163, 0.0202], [-0.0742, -0.0853, -0.2176], [0.1428, -0.1329, -0.1402], [-0.0291, -0.1398, 0.0445]], "charge": 1, "e_above_lowest_ev": 1.344, "homo_ev": -14.21}

6.
{"formula": "C6H12O", "method": "the ωB97M-V functional and the def2-TZVPD basis", "elements": ["C", "C", "C", "C", "O", "C", "C", "H", "H", "H", "H", "H", "H", "H", "H", "H", "H", "H", "H"], "positions_angstrom": [[-1.1961, -1.7307, -0.8804], [-0.9098, -0.2338, -0.8694], [-0.9610, 0.3611, 0.5469], [-0.1407, 1.6492, 0.7450], [0.8562, 1.8455, -0.2990], [1.8542, 1.0469, -0.5624], [2.1050, -0.0709, 0.4265], [-2.2084, -1.9596, -0.5329], [-1.0786, -2.1419, -1.8883], [-0.4882, -2.2546, -0.2248], [-1.6038, 0.3048, -1.5262], [-0.6221, -0.3962, 1.2640], [-2.0032, 0.5790, 0.8098], [0.3522, 1.6734, 1.7226], [-0.7628, 2.5429, 0.6616], [0.0772, -0.0858, -1.3199], [1.4917, -0.1683, 1.3321], [2.0846, -1.0236, -0.1215], [3.1537, 0.0625, 0.7160]], "atomic_forces_ev_per_a": [[-0.0668, -0.0798, 0.0069], [0.0638, 0.0307, -0.0851], [0.0213, -0.0560, 0.0186], [-0.1215, -0.0296, 0.1564], [0.3171, -0.1009, -0.1387], [-0.1103, 0.0667, 0.3428], [0.0193, 0.0299, 0.0270], [0.0951, 0.0033, -0.0201], [-0.0752, 0.0498, 0.1447], [-0.1350, 0.0658, -0.0987], [0.0616, -0.0958, 0.0930], [-0.0213, 0.0766, -0.1516], [0.1570, -0.0260, -0.0167], [-0.0873, -0.0350, -0.1627], [0.0877, -0.1497, -0.0316], [-0.2094, -0.0294, 0.0711], [0.0654, 0.1027, -0.1657], [0.0035, 0.2342, 0.0170], [-0.0648, -0.0576, -0.0065]], "charge": 0, "e_above_lowest_ev": 3.368, "homo_ev": -8.04}

7.
{"formula": "C4H6N2", "method": "the ωB97M-V functional and the def2-TZVPD basis", "elements": ["C", "C", "C", "N", "C", "N", "H", "H", "H", "H", "H", "H"], "positions_angstrom": [[2.2449, 0.4849, 0.0320], [-0.8645, 0.0881, -0.0591], [-1.8520, -0.9058, -0.4188], [-1.6813, -0.4397, 0.9796], [0.1105, 0.9033, -0.2792], [1.2090, 1.4613, -0.3768], [2.0523, -0.4835, -0.4396], [3.2559, 0.7949, -0.2241], [2.1728, 0.3804, 1.1181], [-2.7220, -0.5822, -0.9854], [-1.5240, -1.9294, -0.5926], [-2.4016, 0.2278, 1.2460]], "atomic_forces_ev_per_a": [[0.4113, -0.1503, 0.1393], [0.1974, 0.2079, -0.1055], [-0.1188, -0.1091, -0.3046], [-0.1470, 0.1699, 0.1782], [0.2369, -0.0279, 0.0381], [-0.5634, -0.3563, 0.0040], [0.0729, 0.0622, 0.1487], [-0.1216, 0.2883, -0.0818], [0.1962, -0.1060, -0.1210], [0.0465, -0.0501, 0.1374], [-0.1275, 0.1787, 0.0415], [-0.0828, -0.1073, -0.0744]], "smiles": "CN=C=C1CN1", "charge": 0, "e_above_lowest_ev": 3.786, "homo_ev": -8.53}

8.
{"formula": "C6H16N4Si", "method": "the ωB97M-V functional and the def2-TZVPD basis", "elements": ["C", "C", "C", "C", "C", "C", "N", "N", "N", "N", "Si", "H", "H", "H", "H", "H", "H", "H", "H", "H", "H", "H", "H", "H", "H", "H", "H"], "positions_angstrom": [[-1.6011, 2.2921, -0.3160], [-0.5646, 0.0789, 0.0946], [-3.0142, 0.3832, 0.3608], [0.6716, -2.6816, -0.4267], [1.9835, -1.0087, 1.9176], [3.3834, -0.8044, -0.9144], [-2.7648, 1.7237, -0.1217], [-0.5290, 1.4792, 0.0181], [-1.7729, -0.4315, 0.2248], [-1.4184, 3.3658, -1.0185], [1.8919, -1.3748, 0.0799], [-3.3458, 0.6016, 1.3431], [-3.8210, -0.2624, -0.2085], [1.2477, -3.6793, -0.7198], [-0.0696, -2.9908, 0.4610], [0.1818, -2.5222, -1.3777], [1.1439, -0.2725, 2.1183], [1.8660, -1.9083, 2.5344], [2.9773, -0.5480, 2.1359], [3.3570, -0.2364, -1.8950], [3.8788, 0.0626, -0.4382], [4.0453, -1.6287, -1.2221], [-3.6831, 2.1832, -0.2952], [0.3672, 1.8743, 0.0984], [-1.8465, -1.4475, 0.3608], [-1.9855, 4.1874, -1.3293], [-0.5789, 3.5650, -1.4647]], "atomic_forces_ev_per_a": [[-0.1573, -2.3244, -0.4922], [0.1023, 0.4378, 0.1697], [-0.1541, -2.1002, -1.0073], [0.5772, -2.9941, 0.9527], [0.1125, 0.9133, -0.5234], [-0.2359, 1.7508, -1.4548], [-2.5972, 0.6736, -1.0093], [-1.1218, -0.7320, -0.1823], [0.3849, 0.7244, 0.4826], [-0.9990, 3.0068, -0.6177], [-0.6956, 0.0212, 0.3399], [-0.1325, -1.1177, 1.4795], [1.2613, 2.0378, 0.8154], [-0.8566, 1.8010, 0.9733], [1.6478, 0.8164, -2.0423], [-0.4634, 0.4785, -0.0311], [1.1131, -0.9030, 0.1246], [-0.1112, 0.2051, -0.1589], [-0.8557, -0.2349, 0.0219], [-1.2068, -1.0371, 0.4742], [0.2771, -1.0769, 0.8475], [-0.0071, 0.0572, 0.7620], [1.4067, 0.1099, -0.2990], [1.0650, 0.7009, -0.2255], [-0.0718, 0.7053, -0.2844], [-0.7225, -1.6110, 1.1160], [2.4406, -0.3090, -0.2310]], "charge": 2, "e_above_lowest_ev": 2.229, "homo_ev": -17.24}

Electronic energy, respectively: -15928.40318; -3845.57963; -992.90938; -1122.48154; -292.67483; -310.93550; -265.39644; -746.08184 hartree.